No. 1
A structure of composition C19H43N2O3P2Tb in a non-equilibrium geometry, computed with the ωB97M-V functional and the def2-TZVPD basis.

Last column: Löwdin spin population.
Element x y z (Å)
H 2.484 -2.510 -0.809  0.000
C 0.922 -3.909 -1.464  -0.005
H -1.265 -4.645 0.911  0.000
H -1.260 -3.373 3.136  -0.001
H 2.525 4.721 -1.066  0.000
H 1.484 -6.016 -1.222  0.000
H -0.309 2.027 3.877  0.000
H 0.462 -4.959 2.727  0.000
H -3.380 -1.974 -2.458  0.000
C -1.110 1.828 -1.982  -0.002
H 0.377 4.921 -2.729  0.000
H 3.070 -3.867 -1.790  0.000
H -1.012 0.222 6.020  0.000
C -1.121 -2.865 2.173  -0.013
H 1.585 4.598 -3.993  0.000
H 0.470 -5.682 -2.630  0.000
O 0.992 0.130 0.160  -0.025
H -1.131 4.717 -1.045  0.000
H 2.634 0.660 -1.208  0.000
O -3.156 1.052 4.046  0.000
H -1.876 -3.941 -1.947  0.000
H 0.799 -3.471 -2.472  0.000
C 0.967 3.331 1.396  0.000
Tb -1.163 -0.510 0.508  6.133
H 1.081 -5.397 1.128  0.000
H -1.720 -1.854 -2.997  0.000
H 2.632 -4.129 -0.089  0.000
H -1.828 2.433 -1.397  0.000
H 0.133 3.594 -3.901  0.000
C -2.116 0.929 3.399  -0.001
C -2.352 -1.837 -2.085  0.000
H -0.709 1.829 6.111  0.000
N -1.217 1.123 5.576  0.000
H -0.417 -2.023 2.378  -0.004
C 2.359 -3.583 -1.003  0.000
C 2.847 3.881 -1.701  0.000
H -2.125 -2.490 1.881  -0.004
H -0.894 2.772 0.527  -0.001
C 0.879 4.125 -3.296  0.000
H 0.499 3.932 2.193  0.000
H -2.768 0.857 -2.868  0.000
H 2.070 2.363 -3.012  0.000
C -1.964 -3.087 -1.265  0.000
H 1.161 2.331 1.810  0.000
O -2.030 0.640 2.127  -0.022
H -1.030 2.374 -2.937  0.000
P -0.277 -2.981 -0.453  -0.020
H -1.251 0.075 -3.244  0.000
C 0.726 -4.555 1.738  0.000
H 2.725 1.553 -0.068  0.000
C 0.021 3.298 0.192  0.000
H -2.251 1.280 5.555  0.000
H -0.116 0.245 3.966  0.000
C 1.831 1.037 -0.530  -0.001
N -2.223 -0.519 -1.423  -0.028
H 1.926 3.810 1.149  0.000
H -0.268 -5.739 -1.026  0.000
C -0.797 1.085 4.150  0.000
H 3.491 4.298 -2.490  0.000
H -0.897 5.185 0.639  0.000
C -1.832 0.497 -2.394  -0.001
H 3.473 3.204 -1.105  0.000
C -0.522 -3.869 1.159  0.001
H 1.557 -3.850 1.886  0.000
C 1.658 3.173 -2.379  0.000
C -0.402 4.709 -0.223  0.000
H -2.724 -3.350 -0.513  0.000
H 0.455 5.343 -0.494  0.000
P 0.587 2.223 -1.234  -0.001
C 0.630 -5.420 -1.574  -0.002

net charge = +2
LUMO energy (spin up / spin down) = -5.24 / -5.23 eV
gap between HOMO and LUMO (spin up / spin down) = 7.99 / 8.05 eV
max |F| = 2.4 eV/A
total energy = -2591.646909 Eh
multiplicity = 7



No. 2
A structure of composition C3H4CsO3 in a non-equilibrium geometry, computed with the ωB97M-V functional and the def2-TZVPD basis.

Last column: natural (NBO) charge in e.
Element x y z (Å)
O -0.022 2.022 -0.148  -0.802
C 0.695 -1.352 0.291  0.100
H 2.679 -1.809 0.707  0.220
Cs -3.447 2.106 -0.376  0.863
C 1.995 -1.519 -0.097  -0.517
H 0.338 -1.819 1.213  0.108
O 1.970 0.972 0.013  -0.718
H 1.468 -1.797 -1.166  0.265
O 0.027 -0.142 0.116  -0.591
C 0.739 1.068 0.104  0.939
H -6.442 2.270 -0.658  -0.867

net charge = -1
LUMO energy = 2.22 eV
gap between HOMO and LUMO = 5.34 eV
max |F| = 4.5 eV/A
total energy = -362.410757 Eh
multiplicity = 1
energy relative to the best compared isomer or geometry (same formula, charge and spin) = 386.3 kJ/mol



No. 3
A cluster of 12 separate species, C2H27O11S in total in a non-equilibrium geometry, computed with the ωB97M-V functional and the def2-TZVPD basis.

Last column: natural (NBO) charge in e.
Element x y z (Å)
H 0.374 -0.478 -3.528  0.482
C -0.833 1.831 3.083  -0.644
O -0.235 0.228 -3.261  -0.967
H -1.807 -1.127 3.026  0.477
H 1.244 -1.646 -0.588  0.490
O -3.236 -0.594 0.820  -1.003
O 0.102 -3.342 -1.567  -0.954
H 3.343 -2.491 0.407  0.494
H -0.754 3.056 -2.525  0.484
H -3.347 -0.329 -0.103  0.463
H -0.350 -0.014 -2.332  0.482
H -1.705 2.457 2.898  0.197
O 2.076 -1.250 -0.269  -1.022
H 2.909 -0.339 -1.530  0.493
O -2.843 -3.342 -0.352  -0.983
S -0.171 0.412 0.590  -0.704
H -2.003 1.609 -2.010  0.490
O 3.057 1.660 0.584  -0.947
H 3.032 1.217 -0.281  0.477
H 0.217 2.708 -3.580  0.466
H -0.838 -3.147 -1.528  0.491
H 1.959 0.650 -2.137  0.475
H 3.187 2.541 0.252  0.462
O 2.864 0.289 -2.280  -0.987
H -2.510 -2.557 0.092  0.503
H 1.757 -0.669 0.463  0.517
O -2.388 2.497 -2.012  -0.954
H -2.357 -0.164 0.979  0.488
H -0.282 -1.344 2.984  0.486
H -0.813 2.599 1.089  0.183
H 0.389 -3.341 -0.653  0.468
H -2.991 -4.068 0.224  0.475
H -0.937 0.829 3.482  0.226
O -0.125 3.475 -3.132  -0.970
H -2.805 2.674 -1.174  0.481
H 3.608 -2.300 1.858  0.459
O -1.062 -1.403 3.539  -0.960
O 3.697 -2.966 1.172  -0.969
H -0.082 2.227 3.777  0.190
H 0.824 2.097 1.937  0.211
C -0.168 1.853 1.586  -0.546

net charge = -1
LUMO energy = 2.63 eV
gap between HOMO and LUMO = 7.36 eV
max |F| = 3.1 eV/A
total energy = -1318.273043 Eh
multiplicity = 1



No. 4
An isolated molecule of C2H4Cl2N2 in a non-equilibrium geometry, computed with the ωB97M-V functional and the def2-TZVPD basis.

Last column: Löwdin spin population.
Element x y z (Å)
C 0.334 -0.591 -0.193  0.727
H 0.302 2.324 -0.876  0.045
N -0.249 -1.932 0.409  0.064
N 0.484 1.826 0.029  0.176
H 1.471 1.648 0.129  0.004
Cl 1.965 -0.674 -0.863  0.171
C -0.144 0.595 0.116  0.640
H -1.167 -2.129 -0.014  0.007
Cl -1.829 0.670 0.677  0.148
H -0.050 -1.816 1.384  0.016

LUMO energy (spin up / spin down) = 0.73 / -2.35 eV
gap between HOMO and LUMO (spin up / spin down) = 6.13 / 7.55 eV
max |F| = 12.6 eV/A
total energy = -1108.309736 Eh
multiplicity = 3
energy relative to the best compared isomer or geometry (same formula, charge and spin) = 8.1 kJ/mol



No. 5
A cluster of 9 separate species, C4H26O9 in total in a non-equilibrium geometry, computed with the ωB97M-V functional and the def2-TZVPD basis.

Last column: natural (NBO) charge in e.
Element x y z (Å)
H 1.550 0.539 -4.107  0.482
H 3.062 -2.263 0.459  0.477
H 1.201 1.975 -3.765  0.470
C -1.528 -0.494 0.430  -0.437
H 2.599 1.245 -0.347  0.473
C -1.142 -2.804 1.383  -0.678
H 0.438 1.772 0.390  0.487
H -1.596 2.152 -1.587  0.489
H 0.367 2.131 -1.075  0.488
H -1.610 0.067 -0.549  0.183
H 2.043 0.076 0.487  0.508
H 1.774 -0.196 2.751  0.491
O -0.061 2.426 -0.228  -0.981
O -1.404 2.794 -2.309  -0.952
O 2.162 0.385 -0.363  -0.991
H 2.498 -1.210 -2.788  0.455
H -0.546 -0.081 0.952  0.247
H -2.197 -2.219 -0.609  0.187
H -3.294 0.600 1.161  0.209
H -1.081 3.566 -1.983  0.464
H -0.050 -2.976 1.327  0.249
O 2.873 -0.384 -2.984  -0.926
O -0.251 2.964 2.731  -0.951
O -0.025 -2.067 -0.515  -0.754
C -2.912 -0.464 1.053  -0.638
H -0.103 -1.448 -1.301  0.488
H 1.436 1.236 2.499  0.489
H 2.346 -0.003 -2.398  0.476
O 1.338 0.354 2.149  -0.956
H -3.792 -1.025 0.577  0.220
C -1.340 -2.027 0.066  0.094
H -1.255 -2.404 2.387  0.227
O 0.903 1.043 -3.666  -0.959
H -1.004 3.484 2.298  0.483
H -1.461 -3.835 1.246  0.222
O 2.209 -2.127 0.921  -1.018
H 1.425 -2.076 0.277  0.507
H -2.764 -0.851 2.057  0.206
H -0.805 2.146 2.969  0.470

LUMO energy = 0.22 eV
gap between HOMO and LUMO = 10.45 eV
SMILES = CC[C@H](C)O.O.O.O.O.O.O.O.O
max |F| = 6.9 eV/A
total energy = -845.052922 Eh
multiplicity = 1
energy relative to the best compared isomer or geometry (same formula, charge and spin) = 363.9 kJ/mol



No. 6
A structure of composition C6H5NO3 in a non-equilibrium geometry, computed with the ωB97M-V functional and the def2-TZVPD basis.

Last column: natural (NBO) charge in e.
Element x y z (Å)
O 2.473 1.687 -0.295  -0.521
C 2.288 0.521 -0.135  0.805
O -2.953 1.343 0.273  -0.653
N -3.499 -0.693 0.327  -0.690
C -1.265 -0.115 -0.354  -0.072
H -3.290 -1.656 0.078  0.353
C -0.084 -0.333 -0.500  0.060
C 1.338 -0.560 -0.675  -0.439
H 2.677 -2.267 -0.094  0.198
H -3.736 0.885 1.012  0.514
C -2.686 0.155 -0.237  0.499
O 2.949 -0.318 0.680  -0.473
H 1.574 -0.801 -1.722  0.269
H 1.512 -1.773 1.206  0.203
C 2.092 -1.449 0.335  -0.055

LUMO energy = -0.17 eV
gap between HOMO and LUMO = 9.88 eV
max |F| = 5.2 eV/A
total energy = -511.965258 Eh
multiplicity = 1
energy relative to the best compared isomer or geometry (same formula, charge and spin) = 456.5 kJ/mol



No. 7
A structure of composition C36H43F3N3O2P2S2Si2Sn in a non-equilibrium geometry, computed with the ωB97M-V functional and the def2-TZVPD basis.

Last column: Löwdin charge in e.
Element x y z (Å)
H 0.971 -3.280 -3.216  0.050
C 3.645 4.035 1.884  -0.068
H -0.699 -0.582 1.982  0.003
H -3.896 1.172 0.294  0.028
P 0.513 1.726 0.743  0.827
H -0.052 -0.324 -4.002  0.029
O -0.710 1.521 -2.542  -0.201
N -0.947 -3.427 3.184  -0.060
H -3.422 4.322 2.027  0.041
H -4.687 2.648 -0.248  0.046
S -1.638 -2.610 0.716  0.527
C 4.197 0.715 0.227  -0.326
H 1.987 6.414 0.135  0.114
H 1.397 0.582 -4.423  0.030
S -3.117 -4.528 2.450  0.961
H 4.015 6.116 1.512  0.111
C 0.227 1.282 2.520  -0.255
H 3.555 1.964 -1.405  0.111
C 4.320 -2.575 0.292  -0.086
H -1.865 4.149 -1.935  0.026
H 4.535 3.898 2.485  0.112
C 5.170 0.458 1.193  -0.090
H 2.984 2.024 2.161  0.103
C -0.830 0.792 5.074  -0.067
C 3.431 -4.704 0.966  -0.051
C -2.107 4.496 -0.928  -0.144
H 5.146 -1.973 -0.064  0.110
H -1.361 5.233 -0.631  0.029
H -3.165 -5.272 4.738  0.081
C -2.381 -5.153 3.995  -0.402
H 1.039 -2.301 1.116  0.039
C -2.539 3.678 1.991  -0.159
H -3.654 1.782 -1.364  0.021
H -1.252 0.612 6.054  0.110
Si -2.280 3.071 0.256  0.343
H -1.781 -3.387 5.115  0.116
C 3.354 5.277 1.334  -0.058
C 2.212 5.448 0.566  -0.044
H 7.407 2.821 0.278  0.115
F -0.982 3.374 -4.419  0.163
C 0.413 2.192 3.561  -0.078
F 0.512 4.604 -3.466  0.162
C -0.103 1.944 4.828  -0.064
H 0.496 4.496 -0.293  0.074
C -1.787 -3.456 2.149  -1.133
H 4.169 -2.115 -2.501  0.025
O 0.976 2.708 -1.641  0.002
H -0.197 -2.753 3.189  0.118
N -0.995 1.881 0.190  -0.405
C 5.511 2.503 -0.670  -0.047
C 6.326 1.220 1.207  -0.057
H -0.486 -4.567 4.883  0.125
C 4.492 -3.933 0.510  -0.054
C 3.715 -1.289 -3.051  -0.143
H -1.627 -1.007 4.221  0.093
H -2.689 2.845 2.682  0.034
P 2.732 -0.288 0.139  0.976
Si 1.905 -1.101 -2.658  0.413
H 0.943 3.118 3.399  0.102
H -1.925 -6.119 3.794  0.080
C -0.506 0.120 2.786  -0.111
H 5.029 -0.327 1.926  0.115
H 1.361 -4.736 1.538  0.108
H 4.276 -0.377 -2.832  0.031
C 3.071 -1.997 0.520  -0.305
C -1.352 -4.104 4.412  -0.210
C 4.349 1.747 -0.697  -0.071
C 1.027 -0.399 -4.130  -0.156
C 1.637 3.135 0.898  -0.298
C 0.165 2.442 -2.515  -0.548
C 1.107 -2.737 -2.277  -0.148
H 5.453 -4.390 0.316  0.115
C 2.783 2.972 1.677  -0.129
C -3.762 2.073 -0.313  -0.203
H 5.642 3.303 -1.386  0.119
H -3.067 5.017 -0.982  0.050
C 6.497 2.235 0.271  -0.050
N 1.901 0.006 -1.244  -0.264
F 1.119 2.893 -4.639  0.145
H 1.704 -3.360 -1.609  0.025
Sn -1.270 0.092 -0.933  1.227
C 2.190 -4.126 1.201  -0.061
C 1.360 4.376 0.340  -0.066
H -1.687 4.264 2.350  0.032
C 2.007 -2.771 0.982  -0.105
H 0.120 -2.614 -1.824  -0.006
H 7.092 1.026 1.946  0.114
H 0.046 2.670 5.616  0.112
C 0.188 3.350 -3.779  -0.551
C -1.030 -0.121 4.044  -0.077
H 3.834 -1.499 -4.117  0.045
C 1.019 0.125 0.021  -0.501
H 1.209 -1.092 -4.958  0.052
H 3.572 -5.763 1.139  0.114

net charge = +1
LUMO energy = -3.03 eV
gap between HOMO and LUMO = 7.72 eV
max |F| = 1.1 eV/A
total energy = -4284.286636 Eh
multiplicity = 1
energy relative to the best compared isomer or geometry (same formula, charge and spin) = 124.1 kJ/mol



No. 8
An isolated molecule of C15H18N2O4S2, computed with the ωB97M-V functional and the def2-TZVPD basis.

Last column: natural (NBO) charge in e.
Element x y z (Å)
H -1.073 1.337 0.363  0.247
H 3.153 0.510 -3.853  0.180
N -1.324 -1.461 1.626  -0.638
C -3.098 -0.245 -2.213  -0.258
H -0.835 1.365 -2.119  0.239
H 1.361 -1.167 0.862  0.242
C 1.031 1.324 0.689  -0.386
H 3.140 2.298 -3.831  0.180
C 2.563 1.403 -4.081  -0.257
O -0.587 -3.380 0.697  -0.641
O -0.486 0.980 2.803  -0.964
H 2.411 0.289 3.718  0.412
H 0.324 -1.236 3.549  0.208
C 2.291 1.350 0.127  -0.157
H -2.827 -2.743 1.060  0.250
C -2.675 -1.211 -1.273  -0.256
C 1.275 -1.301 3.007  -0.236
C 0.030 1.360 -1.476  -0.271
H -1.089 -0.563 2.039  0.430
H 3.424 1.386 -1.675  0.225
H -4.208 1.643 -2.103  0.236
C -2.709 -1.671 1.245  -0.265
C 2.434 1.370 -1.249  -0.322
H 3.154 1.350 0.775  0.237
H 1.950 -1.933 3.586  0.219
H -2.914 -0.318 -3.270  0.226
H 2.324 1.414 -5.143  0.206
C -3.039 -0.908 0.003  -0.203
H -2.125 -2.100 -1.525  0.240
S 0.883 1.288 2.462  2.312
C -0.364 -2.332 1.270  0.684
C 1.300 1.371 -2.064  0.407
S -3.902 0.593 0.069  0.429
C -0.103 1.338 -0.105  -0.167
O 1.473 2.466 3.022  -0.928
C -3.772 0.782 -1.635  -0.425
N 1.886 0.015 2.902  -0.867
O 1.321 1.385 -3.414  -0.498
C 1.063 -1.904 1.611  -0.522
H -3.355 -1.361 2.069  0.210
H 1.693 -2.783 1.472  0.242

LUMO energy = 0.55 eV
gap between HOMO and LUMO = 9.34 eV
SMILES = COc1ccc(S(=O)(=O)NCCC(=O)NCc2cccs2)cc1
max |F| = 0.9 eV/A
total energy = -1789.233476 Eh
multiplicity = 1
energy relative to the best compared isomer or geometry (same formula, charge and spin) = 36.2 kJ/mol